[1]
10
Properties=species:S:1:pos:R:3:lowdin_charge:R:1 method="wB97M-V/def2-TZVPD" total_charge=+2 gap_ev=3.47
O 2.002 0.393 -1.319 -0.038
C 0.882 0.229 -0.810 -0.569
O 0.369 0.890 0.153 0.170
Mg 3.601 1.393 -1.262 1.632
O 0.277 -0.963 -0.973 0.059
C -0.641 -1.190 0.065 -0.005
C -0.765 -0.101 0.832 -0.304
O -1.446 0.368 1.753 -0.070
Li -3.058 0.520 2.496 0.890
H -1.221 -1.538 -0.935 0.236

---

[2]
57
Properties=species:S:1:pos:R:3:lowdin_charge:R:1 method="wB97M-V/def2-TZVPD" total_charge=+1 multiplicity=3 gap_ev="6.01 / 6.41"
W 0.960 0.123 -0.026 1.772
O 0.906 5.656 1.795 0.166
C 0.364 5.607 0.597 -0.488
O -0.104 6.569 0.059 0.106
C 0.337 4.262 -0.100 -0.020
C -0.083 4.057 -1.415 -0.524
Cl -0.582 5.274 -2.460 0.935
N -0.007 2.732 -1.712 -0.017
N 0.442 2.086 -0.612 -0.077
C 0.662 2.995 0.349 -0.117
C 1.159 2.452 1.646 -0.480
O 1.506 3.155 2.559 0.165
O 1.190 1.136 1.667 -0.122
C -0.325 1.982 -2.896 -0.162
C -0.794 2.603 -4.052 -0.024
C -1.115 1.861 -5.178 -0.041
C -0.982 0.486 -5.186 -0.048
C -0.512 -0.139 -4.045 -0.047
C -0.186 0.595 -2.919 -0.048
H 1.218 4.789 2.140 0.076
H -0.913 3.667 -4.104 0.043
H -1.473 2.380 -6.056 0.122
H -1.233 -0.092 -6.064 0.120
H -0.387 -1.213 -4.022 0.123
H 0.170 -0.004 -2.094 0.039
O -1.663 -3.879 2.883 0.083
C -0.431 -4.341 2.631 -0.252
C -0.075 -5.561 3.206 0.004
C 1.174 -6.098 2.986 -0.049
C 2.107 -5.437 2.182 -0.068
C 1.770 -4.235 1.612 -0.019
C 0.505 -3.662 1.828 -0.079
C 0.193 -2.387 1.215 -0.354
O 1.126 -1.785 0.479 -0.212
N -0.965 -1.814 1.350 0.017
N -1.029 -0.603 0.664 -0.215
C -2.205 -0.050 0.720 -0.880
S -3.483 -0.773 1.632 1.035
C -4.762 0.379 1.046 -0.481
C -4.117 1.726 0.809 -0.475
S -2.579 1.431 -0.115 0.984
H -1.791 -3.029 2.427 0.047
H -0.808 -6.064 3.822 0.127
H 1.431 -7.045 3.441 0.115
H 3.083 -5.868 2.006 0.110
H 2.473 -3.722 0.970 0.077
H -5.527 0.436 1.818 0.092
H -5.201 -0.023 0.134 0.088
H -3.871 2.232 1.740 0.090
H -4.743 2.371 0.196 0.092
Cl 4.499 -2.526 -0.715 0.644
C 4.334 -1.218 0.481 -0.467
C 4.023 0.057 -0.267 -0.596
O 4.804 0.909 -0.529 0.173
O 2.716 0.153 -0.693 -0.239
H 5.271 -1.105 1.013 0.096
H 3.525 -1.489 1.155 0.060

---

[3]
99
Properties=species:S:1:pos:R:3:lowdin_charge:R:1 method="wB97M-V/def2-TZVPD" total_charge=+1 gap_ev=7.28
Pb -3.246 3.607 -2.189 1.464
C -1.132 1.261 -1.237 -0.274
O -1.914 2.334 -0.803 -0.537
H -1.593 0.874 -2.159 0.035
H -0.064 1.462 -1.366 0.056
H -1.163 0.370 -0.595 0.068
Br 1.206 3.301 -7.246 0.644
C 0.883 3.193 -5.318 -0.683
C -0.127 2.136 -4.941 -0.649
Br -1.976 2.739 -5.086 0.706
H 0.503 4.163 -5.002 0.049
H 1.898 3.067 -4.956 0.051
H 0.183 1.803 -3.947 0.056
H 0.009 1.240 -5.545 0.061
C 0.012 -2.168 -2.528 -0.104
O 0.206 -3.561 -2.631 -0.207
P -0.688 -4.703 -2.000 0.349
O -2.134 -4.682 -2.207 -0.227
O 0.186 -5.943 -2.455 -0.202
C 0.602 -6.196 -3.791 -0.088
O -0.269 -4.587 -0.472 -0.223
C -0.830 -5.498 0.479 -0.089
H -0.949 -1.823 -2.147 0.079
H 0.299 -1.732 -3.486 0.089
H 0.770 -1.773 -1.842 0.092
H -0.180 -6.125 -4.548 0.093
H 1.013 -7.201 -3.813 0.093
H 1.381 -5.488 -4.080 0.086
H -1.772 -5.101 0.858 0.091
H -0.161 -5.521 1.340 0.085
H -0.918 -6.529 0.142 0.093
C 6.855 1.768 -0.809 -0.107
O 5.476 1.419 -0.677 -0.233
P 4.617 2.455 0.230 0.384
O 5.006 3.837 -0.008 -0.199
O 3.147 2.051 -0.203 -0.199
C 2.703 2.438 -1.481 -0.133
O 4.738 1.849 1.705 -0.185
C 4.580 0.439 1.754 -0.111
H 7.075 2.180 -1.792 0.092
H 7.383 0.807 -0.830 0.088
H 7.283 2.312 0.029 0.093
H 2.628 1.640 -2.225 0.086
H 3.302 3.204 -1.979 0.091
H 1.707 2.887 -1.455 0.076
H 4.179 0.121 2.724 0.074
H 5.507 -0.107 1.602 0.098
H 3.732 0.060 1.177 0.089
C -1.324 2.962 2.591 -0.098
O -0.912 3.226 3.937 -0.225
P 0.047 4.468 4.242 0.344
O -0.395 5.752 3.703 -0.220
O 0.194 4.470 5.819 -0.216
C -0.922 4.926 6.611 -0.072
O 1.482 3.959 3.768 -0.202
C 1.948 2.725 4.332 -0.094
H -0.702 3.378 1.803 0.085
H -2.384 3.048 2.350 0.084
H -1.222 1.871 2.603 0.079
H -1.826 4.843 6.013 0.084
H -0.826 5.965 6.932 0.091
H -0.860 4.362 7.538 0.091
H 1.234 1.915 4.205 0.081
H 2.365 2.958 5.311 0.098
H 2.831 2.492 3.731 0.081
C -5.857 -1.822 -2.166 -0.046
O -4.865 -0.793 -2.315 -0.190
P -4.824 0.243 -3.505 0.386
O -4.172 1.534 -3.179 -0.481
O -6.305 0.411 -4.013 -0.180
C -7.180 1.299 -3.341 -0.087
O -4.150 -0.515 -4.706 -0.175
C -2.812 -0.983 -4.617 -0.089
H -5.540 -2.729 -2.675 0.103
H -6.846 -1.520 -2.509 0.086
H -5.938 -1.999 -1.097 0.100
H -8.118 1.499 -3.853 0.103
H -6.797 2.275 -3.035 0.082
H -7.456 0.809 -2.400 0.094
H -2.152 -0.253 -4.142 0.048
H -2.408 -1.081 -5.625 0.103
H -2.705 -1.961 -4.147 0.095
C 2.427 -0.885 5.074 -0.106
O 1.548 -1.291 4.041 -0.242
P 0.331 -2.322 4.348 0.363
O -0.029 -2.432 5.755 -0.211
O -0.770 -1.959 3.304 -0.180
C -0.363 -1.655 1.944 -0.062
O 1.034 -3.628 3.768 -0.241
C 1.842 -4.539 4.530 -0.068
H 2.428 0.198 5.196 0.067
H 3.417 -1.163 4.703 0.085
H 2.311 -1.329 6.062 0.092
H -0.720 -2.476 1.334 0.077
H 0.711 -1.542 1.807 0.084
H -0.818 -0.702 1.682 0.073
H 1.992 -4.121 5.523 0.084
H 2.766 -4.670 3.972 0.089
H 1.339 -5.501 4.604 0.088

---

[4]
12
Properties=species:S:1:pos:R:3:lowdin_charge:R:1 method="wB97M-V/def2-TZVPD" gap_ev=9.19
N -1.416 -0.696 -1.141 -0.130
N -1.134 1.215 0.578 -0.158
Si 1.783 -0.003 -0.270 0.461
Si -0.359 -0.274 0.124 0.144
H -1.393 -1.426 -1.808 0.013
H -2.183 0.009 -1.232 0.041
H -2.102 1.291 0.179 0.034
H -1.054 1.548 1.553 0.035
H 2.381 1.295 -0.271 -0.121
H 2.051 -0.559 -1.490 -0.156
H 2.404 -0.822 0.761 -0.118
H -0.436 -1.830 1.684 -0.045

---

[5]
21
Properties=species:S:1:pos:R:3:lowdin_charge:R:1 method="wB97M-V/def2-TZVPD" total_charge=+1 gap_ev=8.82
C -1.861 -1.755 -0.435 -0.099
N -1.141 -1.038 0.631 -0.320
C 0.221 -1.532 0.864 -0.115
C -1.270 0.404 0.387 -0.130
H -1.832 -2.809 -0.156 0.084
H -1.381 -1.682 -1.410 0.076
H -2.935 -1.412 -0.537 0.112
H 0.654 -1.026 1.792 0.113
H 0.129 -2.636 1.105 0.115
H 0.901 -1.388 0.011 0.050
H -0.729 0.972 1.181 0.089
H -2.362 0.719 0.370 0.121
H -0.877 0.733 -0.615 0.068
C 1.466 2.283 -0.178 -0.027
N 1.672 0.859 -0.570 0.099
H 0.741 2.687 -0.898 0.112
H 1.126 2.363 0.842 0.090
H 2.446 2.812 -0.269 0.120
H 1.996 0.792 -1.548 0.177
H 0.719 0.346 -0.581 0.101
H 2.314 0.308 0.014 0.163

---

Largest force on an atom: 0.104 0.027 0.059 0.072 0.037 (hartree/bohr)